1.
# C5H14N

2 unconnected molecules or ions with the total composition C5H14N at a distorted geometry (ωB97M-V with the def2-TZVPD basis set, the Open Molecules 2025 dataset).

Element x y z (Å)
C  0.8824  -0.7055  1.5760
C  0.5761  -1.4647  0.2488
C  -0.1859  -0.6596  -0.8041
C  -1.4440  0.0946  -0.4337
C  -1.6029  1.2725  -1.3712
N  2.0497  0.1545  1.3488
H  0.0776  -0.1456  1.9870
H  1.1108  -1.5450  2.2141
H  0.2001  -2.4958  0.4758
H  1.6098  -1.7358  -0.1001
H  -0.2197  -1.2457  -1.7228
H  0.5644  0.0608  -1.0934
H  -1.3240  0.4913  0.5864
H  -2.2240  -0.6790  -0.3087
H  -1.6572  1.0587  -2.4415
H  -2.3416  2.0254  -1.0490
H  -0.5574  1.8069  -1.3226
H  1.7876  1.0923  1.0673
H  0.2374  2.3391  -1.1788
H  2.4608  0.2807  2.3218

Cartesian forces (eV/Å) of the 6 atoms listed first:
0.479 -0.982 -2.018
0.408 -1.046 0.972
1.744 -0.966 -0.296
1.563 0.469 0.569
-4.128 -2.052 0.737
0.857 -0.005 2.451

Properties
LUMO energy: -8.48 eV
Spin multiplicity: 1
Net charge: +1
DFT total energy: -253.19699 hartree
Energy above the lowest of the compared OMol25 structures with the same formula, charge and spin: 138.8 kcal per mole
Kohn-Sham gap: 4.5 eV
HOMO energy: -12.934 eV



2.
# C5H14N2

A gas-phase ion, C5H14N2 (charge -1) at a distorted geometry (ωB97M-V with the def2-TZVPD basis set, the Open Molecules 2025 dataset).

Element x y z (Å)
N  0.8757  -2.2568  1.5886
C  -0.4974  -1.8435  1.4307
C  -0.6085  -0.3902  1.1632
N  -0.2508  -0.0871  -0.2817
C  -0.3438  1.3381  -2.4893
C  0.3683  1.0366  -1.2218
C  0.3679  2.2863  -0.2358
H  1.0539  -3.2757  1.6619
H  1.4496  -1.7474  2.2728
H  -1.2379  -2.1233  2.2206
H  -1.0233  -2.5904  0.6698
H  -1.5468  0.0664  1.3550
H  0.0687  0.2061  1.7538
H  -0.0878  -1.0099  -0.8266
H  -0.0606  2.3649  -2.7706
H  -1.3515  1.1172  -2.3674
H  -0.0192  0.8531  -3.3853
H  1.3127  0.5531  -1.3004
H  1.1189  1.8897  0.4714
H  -0.6903  2.4931  0.0347
H  0.9202  3.0460  -0.8197

Cartesian forces (eV/Å) of the 6 atoms listed first:
1.001 -0.537 -0.062
-1.694 -2.690 -0.167
1.356 1.865 -2.615
-0.279 -2.572 -3.856
1.595 0.751 -0.608
-1.360 -0.907 4.937

Properties
LUMO energy (alpha / beta): 3.82 / 3.65 eV
Spin multiplicity: 2
⟨S²⟩: 0.750
Net charge: -1
DFT total energy: -308.25700 hartree
Energy above the lowest of the compared OMol25 structures with the same formula, charge and spin: 66.5 kcal per mole
Kohn-Sham gap (alpha / beta): 2.3 / 7.9 eV
HOMO energy (alpha / beta): 1.509 / -4.215 eV



3.
# C5H14N2

C5H14N2 in the gas phase at a distorted geometry (ωB97M-V with the def2-TZVPD basis set, the Open Molecules 2025 dataset).

Element x y z (Å)
C  2.6310  -2.1952  0.5452
C  1.8749  -0.8271  0.8187
C  1.1091  -0.4768  -0.4132
N  -0.2576  0.2977  -0.1219
C  -1.2096  0.9365  -1.0471
C  -2.1447  1.9554  -0.4016
N  -3.3267  1.4021  0.3355
H  2.1834  -2.7564  -0.2860
H  3.6103  -1.9364  0.1878
H  2.7641  -2.6633  1.5805
H  2.5075  0.0528  1.1484
H  1.1494  -1.0558  1.6705
H  0.8177  -1.3880  -0.9515
H  1.5486  0.2150  -1.0903
H  -0.5641  -0.0850  0.7054
H  -0.4479  1.4955  -1.5950
H  -1.6754  0.1375  -1.6383
H  -1.6506  2.5173  0.4758
H  -2.4431  2.6153  -1.1840
H  -3.1688  1.3062  1.3395
H  -3.3079  0.4530  -0.0785

Cartesian forces (eV/Å) of the 6 atoms listed first:
0.354 1.534 1.804
-0.428 -0.597 1.076
-4.374 1.408 -0.966
2.753 -0.183 0.192
2.656 -0.702 1.015
0.596 0.147 3.205

Properties
LUMO energy: 1.15 eV
Spin multiplicity: 1
DFT total energy: -308.33182 hartree
Energy above the lowest of the compared OMol25 structures with the same formula, charge and spin: 57.3 kcal per mole
Kohn-Sham gap: 9.3 eV
HOMO energy: -8.142 eV



4.
# C5H14N2

2 unconnected molecules or ions with the total composition C5H14N2 at a distorted geometry (ωB97M-V with the def2-TZVPD basis set, the Open Molecules 2025 dataset).

Element x y z (Å)
H  -1.9316  -1.5571  1.8684
N  -1.4163  -1.1127  1.1046
C  -2.0384  -0.2123  0.4653
C  -3.4743  0.1555  0.6585
H  -1.2862  0.3963  -0.2382
H  -3.5348  1.2188  0.8971
H  -4.0409  -0.0041  -0.2596
H  -3.9459  -0.4197  1.4590
C  2.8081  0.8132  -0.3841
C  1.5991  0.0107  -0.8766
C  1.3342  -1.2274  -0.0433
N  0.3671  0.8890  -0.8958
H  3.7158  0.2177  -0.4542
H  2.6687  1.0991  0.6589
H  2.9482  1.7226  -0.9704
H  1.7641  -0.2626  -1.9230
H  2.0749  -1.3431  0.7476
H  1.3682  -2.1247  -0.6553
H  0.2237  -1.2392  0.4078
H  0.3018  1.3441  0.0048
H  0.4944  1.6357  -1.5712

Cartesian forces (eV/Å) of the 6 atoms listed first:
-0.418 -0.090 -0.388
-0.331 0.099 0.663
1.466 0.809 -0.515
0.018 0.208 -0.037
-2.340 -1.407 0.854
-0.128 0.036 -0.012

Properties
LUMO energy: 1.13 eV
Spin multiplicity: 1
DFT total energy: -308.35829 hartree
Energy above the lowest of the compared OMol25 structures with the same formula, charge and spin: 40.6 kcal per mole
Kohn-Sham gap: 9.8 eV
HOMO energy: -8.661 eV



5.
# C5H14N2

C5H14N2 in the gas phase at a distorted geometry (ωB97M-V with the def2-TZVPD basis set, the Open Molecules 2025 dataset).

Element x y z (Å)
C  0.6630  -2.4719  -1.3330
N  -0.1128  -2.0176  -0.2244
C  -0.8180  -0.7587  -0.4429
C  -0.0505  0.4763  -0.0374
C  -0.7345  1.7517  -0.5519
N  0.2418  0.4562  1.3915
C  0.9233  1.6523  1.8955
H  0.0770  -2.5517  -2.2680
H  1.4606  -1.7873  -1.5921
H  1.1059  -3.4463  -1.1409
H  -0.7488  -2.6730  0.1999
H  -1.7810  -0.8162  0.0817
H  -1.0620  -0.6844  -1.5192
H  0.9435  0.5364  -0.5061
H  -0.7097  1.8118  -1.6299
H  -1.7950  1.7528  -0.2583
H  -0.3485  2.6313  -0.0630
H  -0.6391  0.3370  1.8837
H  1.4260  1.4032  2.8325
H  0.2401  2.4814  2.0804
H  1.7186  1.9169  1.2019

Cartesian forces (eV/Å) of the 6 atoms listed first:
-0.382 -0.501 -0.802
-0.322 0.842 0.848
0.155 -0.726 -0.650
0.887 1.045 -0.038
-1.252 -0.581 0.839
-0.449 0.174 0.106

Properties
LUMO energy: 1.15 eV
Spin multiplicity: 1
DFT total energy: -308.38156 hartree
Energy above the lowest of the compared OMol25 structures with the same formula, charge and spin: 26.0 kcal per mole
Kohn-Sham gap: 9.5 eV
HOMO energy: -8.314 eV



6.
# C5H14N2

2 unconnected molecules or ions with the total composition C5H14N2 at a distorted geometry (ωB97M-V with the def2-TZVPD basis set, the Open Molecules 2025 dataset).

Element x y z (Å)
C  -1.0203  -1.0962  1.4923
C  -2.0059  -0.2312  0.7294
C  -1.8043  0.3174  -0.4929
C  -2.8149  1.1716  -1.1921
H  -0.0541  -1.2005  0.9654
H  -0.7980  -0.6226  2.4878
H  -1.4035  -2.1143  1.6593
H  -2.9630  -0.0428  1.2156
H  -0.8740  0.0874  -1.0682
H  -3.7114  1.2586  -0.5836
H  -2.3922  2.2094  -1.3947
H  -3.0918  0.7730  -2.1673
N  2.8070  0.5812  0.8894
C  2.1630  0.3647  -0.4140
N  2.4172  -0.8800  -1.1388
H  2.5688  -0.1866  1.5174
H  3.8128  0.5417  0.7782
H  1.0577  0.4597  -0.2414
H  2.4653  1.2291  -1.1018
H  3.4017  -0.9171  -1.4150
H  2.2402  -1.7027  -0.5249

Cartesian forces (eV/Å) of the 6 atoms listed first:
0.289 0.480 0.309
0.592 0.272 -1.228
0.377 -1.028 0.727
0.629 1.151 -0.153
-0.469 0.126 0.085
-0.240 -0.546 -0.793

Properties
LUMO energy: 1.04 eV
Spin multiplicity: 1
DFT total energy: -308.37814 hartree
Energy above the lowest of the compared OMol25 structures with the same formula, charge and spin: 28.2 kcal per mole
Kohn-Sham gap: 10.1 eV
HOMO energy: -9.063 eV



7.
# C5H14N2

C5H14N2 in the gas phase at a distorted geometry (ωB97M-V with the def2-TZVPD basis set, the Open Molecules 2025 dataset).

Element x y z (Å)
C  2.8955  -0.7683  0.0760
N  1.6310  -0.0570  0.2782
C  0.7723  -0.0610  -0.8617
C  -0.2515  1.0544  -0.8506
C  -1.0935  1.0824  0.4523
C  -1.6016  -0.2752  0.9383
N  -2.5770  -0.8133  0.0177
H  3.3906  -0.9124  1.0309
H  3.5820  -0.1737  -0.5446
H  2.7101  -1.7312  -0.3927
H  1.7829  0.8152  0.7624
H  1.3461  -0.1247  -1.8032
H  0.2218  -1.0079  -0.8959
H  0.2654  2.0197  -0.8778
H  -0.9233  1.0230  -1.7097
H  -0.4933  1.4697  1.2783
H  -1.9721  1.6736  0.2163
H  -2.0879  -0.0830  1.9018
H  -0.8064  -1.0090  1.1001
H  -3.0790  -1.6294  0.3244
H  -2.3417  -0.9287  -0.9539

Cartesian forces (eV/Å) of the 6 atoms listed first:
-0.285 0.900 0.091
0.769 -0.771 0.820
-0.375 -0.387 -0.893
0.092 0.397 0.828
0.442 -0.999 -0.384
-0.006 -0.184 -0.341

Properties
LUMO energy: 1.14 eV
Spin multiplicity: 1
DFT total energy: -308.38790 hartree
Energy above the lowest of the compared OMol25 structures with the same formula, charge and spin: 22.1 kcal per mole
Kohn-Sham gap: 9.5 eV
HOMO energy: -8.330 eV



8.
# C5H14N2

C5H14N2 in the gas phase at a distorted geometry (ωB97M-V with the def2-TZVPD basis set, the Open Molecules 2025 dataset).

Element x y z (Å)
C  1.6016  -1.7438  -0.3941
C  1.7168  -0.1862  -0.3860
C  1.2844  0.3986  0.9546
C  -0.1356  0.3081  1.5016
N  -1.1457  0.8593  0.5124
C  -1.7688  0.2356  -0.6103
N  -2.4562  1.3181  -1.4186
H  1.9383  -2.2901  0.4958
H  0.5320  -1.9453  -0.4170
H  2.1961  -2.2347  -1.1769
H  2.7802  0.1069  -0.4635
H  1.2168  0.0766  -1.3168
H  1.6272  1.4239  0.9734
H  1.8977  -0.0986  1.7297
H  -0.3185  -0.7064  1.8341
H  -0.2358  1.0509  2.2902
H  -0.9564  1.8464  0.4901
H  -2.6442  -0.3210  -0.2410
H  -1.1075  -0.4076  -1.2205
H  -3.3046  1.5699  -0.9232
H  -2.7177  0.7393  -2.2142

Cartesian forces (eV/Å) of the 6 atoms listed first:
0.238 0.151 0.515
0.976 -1.902 0.400
0.546 -0.111 0.647
-0.787 0.987 -2.594
0.976 -0.191 2.098
-1.317 0.983 0.629

Properties
LUMO energy: 1.11 eV
Spin multiplicity: 1
DFT total energy: -308.36122 hartree
Energy above the lowest of the compared OMol25 structures with the same formula, charge and spin: 38.8 kcal per mole
Kohn-Sham gap: 9.2 eV
HOMO energy: -8.106 eV



9.
# C5H14N2

C5H14N2 in the gas phase at a distorted geometry (ωB97M-V with the def2-TZVPD basis set, the Open Molecules 2025 dataset).

Element x y z (Å)
C  0.5549  -1.1380  0.8570
C  0.3251  0.2924  0.3291
C  1.4854  0.7691  -0.7094
N  2.7180  1.0576  0.1415
N  -1.0421  0.4484  -0.2646
C  -1.2278  -0.3963  -1.4738
C  -2.1118  0.3506  0.7215
H  0.1018  -0.9365  1.8275
H  0.1556  -1.7218  -0.0531
H  1.5204  -1.4775  1.1437
H  0.3717  1.0179  1.1263
H  1.0965  1.5498  -1.3618
H  1.8476  -0.0795  -1.2920
H  2.3148  1.2454  1.0718
H  3.0312  0.0332  0.1274
H  -0.4571  -0.1930  -2.2678
H  -1.2093  -1.5296  -1.2945
H  -2.2535  -0.2608  -1.7963
H  -2.3130  1.3421  1.1510
H  -3.1029  -0.0736  0.4202
H  -1.8053  -0.3001  1.5963

Cartesian forces (eV/Å) of the 6 atoms listed first:
-1.210 1.303 -1.382
1.141 0.707 -2.581
-0.708 -0.881 1.949
-1.097 -2.041 -0.873
0.711 -1.019 -1.049
0.242 -0.985 0.689

Properties
LUMO energy: 0.98 eV
Spin multiplicity: 1
DFT total energy: -308.32626 hartree
Energy above the lowest of the compared OMol25 structures with the same formula, charge and spin: 60.7 kcal per mole
Kohn-Sham gap: 9.4 eV
HOMO energy: -8.416 eV



10.
# C5H14N2

2 unconnected molecules or ions with the total composition C5H14N2 (ωB97M-V with the def2-TZVPD basis set, the Open Molecules 2025 dataset).

Element x y z (Å)
C  -0.8336  -0.5558  -2.2942
N  -0.4284  -0.9858  -1.1761
C  0.6377  -2.0087  -1.2802
C  1.1312  -2.4137  0.0917
H  -0.3918  -0.8614  -3.2456
H  -1.6560  0.1541  -2.3224
H  0.2359  -2.8732  -1.8147
H  1.4616  -1.6422  -1.9011
H  1.9867  -3.0831  0.0328
H  1.4625  -1.5388  0.6544
H  0.3328  -2.8753  0.6722
C  0.4100  1.2165  1.6043
C  -0.6648  2.2876  1.6553
N  -1.0770  2.6639  0.2938
H  1.1985  1.5285  0.9146
H  0.8461  1.0266  2.5859
H  0.0341  0.2578  1.2522
H  -1.5169  1.8967  2.2178
H  -0.2680  3.1607  2.1724
H  -0.8161  1.9033  -0.3156
H  -2.0847  2.7423  0.2027

Cartesian forces (eV/Å) of the 6 atoms listed first:
-0.044 0.137 0.501
0.139 -0.365 -0.702
-0.053 0.096 0.077
0.099 0.274 0.217
-0.038 -0.059 -0.102
0.032 0.082 -0.028

Properties
LUMO energy: 1.10 eV
Spin multiplicity: 1
DFT total energy: -308.37119 hartree
Energy above the lowest of the compared OMol25 structures with the same formula, charge and spin: 32.6 kcal per mole
Kohn-Sham gap: 10.1 eV
HOMO energy: -9.047 eV



11.
# C5H14N2O

C5H14N2O in the gas phase at a distorted geometry (ωB97M-V with the def2-TZVPD basis set, the Open Molecules 2025 dataset).

Element x y z (Å)
C  1.4579  -0.4705  1.2002
C  0.3393  -0.1578  0.2151
C  0.7653  0.0590  -1.2677
C  1.7144  1.2375  -1.3190
N  0.9645  2.4858  -1.0525
N  -0.6095  -1.2693  0.3712
C  -2.0015  -1.0243  0.2586
O  -2.6707  -0.8730  1.5407
H  2.1272  -1.3129  0.9305
H  2.2098  0.3134  1.3990
H  0.9855  -0.7893  2.1321
H  -0.1784  0.6751  0.6959
H  1.1107  -0.9500  -1.5073
H  -0.1376  0.1893  -1.8951
H  2.2396  1.2791  -2.2911
H  2.4412  1.2067  -0.5065
H  0.5293  2.7907  -1.9163
H  1.6272  3.2116  -0.8047
H  -0.3318  -2.2201  0.1806
H  -2.1869  -0.0686  -0.2324
H  -2.6129  -1.7841  -0.2328
H  -2.5049  -1.6536  2.0839

Cartesian forces (eV/Å) of the 6 atoms listed first:
1.537 -0.481 0.234
-0.581 -0.878 0.609
-0.953 -0.441 1.735
0.086 0.503 -0.654
0.116 -0.164 -0.364
-0.817 -0.244 -0.472

Properties
LUMO energy: 1.01 eV
Spin multiplicity: 1
DFT total energy: -383.62521 hartree
Energy above the lowest of the compared OMol25 structures with the same formula, charge and spin: 47.4 kcal per mole
Kohn-Sham gap: 9.7 eV
HOMO energy: -8.670 eV